i:
{"formula": "C3H9N3O2", "method": "ωB97M-V with the def2-TZVPD basis set", "elements": ["C", "C", "O", "C", "N", "N", "N", "O", "H", "H", "H", "H", "H", "H", "H", "H", "H"], "xyz": [[-2.682, -0.041, -0.410], [-1.484, -0.123, 0.493], [-0.335, -0.775, -0.084], [0.866, -0.108, -0.026], [0.881, 1.119, -0.059], [2.162, 1.633, -0.145], [1.998, -0.759, 0.000], [2.053, -2.135, -0.099], [-2.621, -0.825, -1.093], [-3.529, -0.338, 0.254], [-3.008, 0.803, -0.835], [-1.698, -0.723, 1.382], [-1.029, 0.919, 0.859], [2.093, 2.597, -0.455], [2.504, 1.504, 0.788], [2.782, -0.410, -0.402], [1.048, -2.340, -0.167]], "multiplicity": 1, "homo_lumo_gap_ev": 8.94, "e_lumo_ev": 0.9, "smiles": "CCO/C(=N/N)NO", "e_homo_ev": -7.99, "total_charge": 0}

=====

ii:
{"formula": "C3H9N3O2", "method": "ωB97M-V with the def2-TZVPD basis set", "elements": ["C", "C", "C", "O", "O", "H", "H", "H", "H", "H", "H", "N", "N", "N", "H", "H", "H"], "xyz": [[-1.536, 1.240, 0.465], [1.386, -0.961, 1.524], [1.022, -0.322, 0.214], [-1.222, -0.092, 0.361], [1.441, 0.768, -0.149], [-0.695, 1.897, 0.750], [-2.349, 1.416, 1.187], [-1.870, 1.662, -0.513], [1.647, -0.170, 2.224], [2.267, -1.596, 1.394], [0.565, -1.545, 1.935], [-0.271, 0.329, -2.147], [-0.523, -0.775, -1.510], [0.490, -1.253, -0.775], [-0.960, 0.560, -2.848], [0.436, 0.961, -1.751], [0.173, -2.120, -0.360]], "multiplicity": 1, "homo_lumo_gap_ev": [8.44, 8.45], "e_lumo_ev": [0.0, 0.0], "e_homo_ev": [-8.42, -8.42], "total_charge": 0}

=====

The data favor ii; the next most stable structure lies 0.0140 hartree above it.

=====

i:
{"formula": "C3H9N3O2", "method": "ωB97M-V with the def2-TZVPD basis set", "elements": ["C", "C", "C", "H", "H", "H", "H", "H", "H", "H", "H", "H", "N", "N", "N", "O", "O"], "xyz": [[-0.615, -0.290, -0.030], [0.584, -1.061, -0.769], [1.914, -1.056, 0.015], [-3.074, -1.201, 1.333], [-2.503, 1.289, 0.709], [1.015, -0.942, -1.932], [0.026, -2.063, -0.998], [1.767, -2.061, 0.950], [2.747, -1.375, -1.012], [2.205, 0.272, 2.035], [-1.513, 1.675, -0.173], [1.194, 2.056, 0.343], [-2.854, -0.197, 0.197], [-1.691, -0.918, 0.125], [-0.565, 1.257, -0.017], [2.253, 0.249, 0.803], [0.572, 1.726, -0.639]], "multiplicity": 1, "homo_lumo_gap_ev": 8.28, "e_lumo_ev": -0.3, "e_homo_ev": -8.59, "total_charge": 0}

=====

ii:
{"formula": "C3H9N3O2", "method": "ωB97M-V with the def2-TZVPD basis set", "elements": ["C", "C", "N", "N", "C", "O", "O", "N", "H", "H", "H", "H", "H", "H", "H", "H", "H"], "xyz": [[0.694, -0.265, 0.118], [-0.292, 0.399, -0.867], [1.517, -1.212, -0.569], [-0.915, 1.518, -0.336], [-0.421, -0.983, 0.902], [1.429, 0.653, 0.894], [0.099, 0.443, -2.168], [-0.997, -0.251, 1.826], [0.769, 1.115, 1.442], [-0.091, 1.312, -2.551], [-1.108, -0.699, -0.509], [2.022, -0.766, -1.326], [2.181, -1.608, 0.086], [-1.230, 1.300, 0.626], [-1.672, 1.876, -0.907], [-1.680, -0.761, 2.380], [-0.304, -2.073, 0.957]], "multiplicity": 1, "homo_lumo_gap_ev": 9.22, "e_lumo_ev": 0.6, "e_homo_ev": -8.64, "total_charge": 0}

=====

The data favor ii; the next most stable structure lies 0.4433 hartree above it.